Below is CH5Cl2N2OP as an isolated structure at a distorted geometry, with properties calculated with ωB97M-V/def2-TZVPD.

For the gap between HOMO and LUMO (spin up / spin down), the calculation gives 7.28 / 7.62 eV. Its largest force on an atom is 4.0 eV/Å. The value obtained for the energy above the lowest of the compared OMol25 structures with the same formula, charge and spin is 22.73 kcal/mol. For the electronic energy, the calculation gives -40473.8397 eV.

The geometry in ORCA input format:
```
! wB97M-V def2-TZVPD RIJCOSX def2/J DEFGRID3
* xyz 0 3
C 1.66 0.03 0.50
N -0.89 0.95 -0.72
N -0.45 -1.55 0.31
O -2.38 1.22 -0.14
P 0.40 -0.48 -0.79
Cl 2.40 1.56 0.06
Cl 2.83 -1.32 0.12
H 1.50 -0.16 1.57
H -0.94 1.50 -1.66
H -2.34 1.90 0.54
H -0.38 -2.45 -0.15
H -1.41 -1.20 0.37
*
```

Löwdin analysis output, partial charges in e: number 1, C, carries -1.29; number 2, N, carries -0.13; number 3, N, carries -0.21; number 4, O, carries -0.23; number 5, P, carries 0.74; number 6, Cl, carries 0.51; number 7, Cl, carries 0.44; number 8, H, carries 0.03; number 9, H, carries 0.09; number 10, H, carries 0.02; number 11, H, carries 0.01; number 12, H, carries 0.02